1.
Entry from OMol25: a structure of composition C18H23Br33ClFO3P (the ωB97M-V functional and the def2-TZVPD basis).

Geometry as ORCA input:
```
! RIJCOSX wB97M-V def2-TZVPD def2/J DEFGRID3
* xyz -1 1
C -0.5430 -4.8236 2.5436
C -0.6905 -3.4370 1.9851
O -0.8185 -2.4513 2.7081
O -0.6489 -3.3395 0.6352
C 0.6408 -2.8774 0.1431
C 1.8242 -3.6125 0.7273
C 3.1086 -3.4203 -0.1152
C 4.3143 -3.7524 0.7784
C 4.8200 -2.5868 1.6220
F 4.5588 -1.3436 1.0953
P 3.2110 -4.6239 -1.3801
O 1.6247 -4.8102 -1.8906
Cl 3.5269 -6.6013 -0.3818
H 0.4999 -4.9084 2.8135
H -1.1991 -4.9827 3.3838
H -0.6975 -5.5692 1.7794
H 0.7423 -1.8011 0.2537
H 0.6058 -3.0508 -0.9147
H 2.0276 -3.3011 1.7456
H 1.5520 -4.6698 0.7046
H 3.9921 -4.5304 1.4670
H 5.0992 -4.1142 0.1215
H 5.8841 -2.6838 1.8032
H 4.3483 -2.6198 2.6014
H 1.4588 -5.7354 -2.0827
C 2.9787 0.9683 3.2181
Br 2.6857 2.4281 1.9949
Br 2.8218 1.5315 5.0562
Br 1.8390 -0.5219 2.8391
H 3.9969 0.6365 3.0747
C 9.8775 -2.4010 2.8471
Br 9.5618 -0.9636 1.6082
Br 9.5131 -1.8672 4.6623
Br 8.9120 -3.9892 2.3586
H 10.9268 -2.6436 2.7937
C -2.6011 -2.8856 -2.7641
Br -2.3886 -0.9707 -2.7315
Br -0.8894 -3.7512 -2.8180
Br -3.6761 -3.4896 -1.2832
H -3.1340 -3.1437 -3.6660
C -0.4412 2.6179 -1.1155
Br -2.0775 2.6737 -2.1363
Br -0.2603 0.9141 -0.2649
Br 1.0827 3.0744 -2.1972
H -0.5144 3.3642 -0.3388
C -2.1828 6.5877 -3.3830
Br -0.8773 5.9554 -4.6436
Br -1.4871 6.6095 -1.5912
Br -2.8944 8.3057 -3.8894
H -3.0039 5.8866 -3.3953
C -5.7773 0.8307 -1.6483
Br -6.0470 2.3864 -2.7608
Br -6.0339 1.2455 0.2098
Br -6.8798 -0.6373 -2.2162
H -4.7464 0.5252 -1.7715
C 6.4245 -1.2581 7.7004
Br 5.8697 -2.2920 6.1801
Br 8.3390 -1.3075 7.9793
Br 5.7920 0.5591 7.6065
H 5.9732 -1.7065 8.5717
C -9.8059 3.2174 -2.2050
Br -9.9923 4.7690 -3.3307
Br -10.0558 3.6531 -0.3474
Br -10.9622 1.7888 -2.7668
H -8.7885 2.8802 -2.3166
C -12.8249 4.0417 -6.0157
Br -13.7459 2.4308 -5.5126
Br -12.1344 3.9369 -7.8088
Br -13.9262 5.6002 -5.7660
H -11.9775 4.1413 -5.3522
C 13.8602 -1.6234 1.4727
Br 13.4980 -0.1784 0.2567
Br 13.4676 -1.1371 3.2948
Br 12.9319 -3.2300 0.9634
H 14.9170 -1.8322 1.4159
C -8.9184 8.8965 -2.4011
Br -9.6642 8.5910 -4.1527
Br -9.5285 7.5811 -1.1404
Br -6.9967 8.9909 -2.4545
H -9.2775 9.8568 -2.0653
*
```

Properties
E = -86769.20485 a.u.
Orbital gap = 4.7 eV
HOMO = -0.139 Ha

=====

2.
Entry from OMol25: a cluster of 2 separate species, C27H35N4O in total (the ωB97M-V functional and the def2-TZVPD basis).

Geometry as ORCA input:
```
! RIJCOSX wB97M-V def2-TZVPD def2/J DEFGRID3
* xyz 1 1
C -5.5952 -2.9879 1.4926
C -4.6342 -1.8417 1.6079
C -3.6048 -1.9044 2.5516
C -2.7058 -0.8476 2.7070
C -1.6045 -0.9304 3.7117
C -2.8457 0.2623 1.8749
N -1.9154 1.3359 1.9764
C -0.5893 1.3155 1.6092
C 0.0573 0.1697 0.9746
C 1.4898 0.1593 0.8771
C 2.2218 -0.5767 -0.0509
C 3.6972 -0.5203 0.0707
C 4.5026 -1.4507 -0.6295
C 5.8966 -1.3206 -0.6623
C 6.5235 -0.3244 0.0995
C 5.7459 0.5208 0.8960
C 4.3508 0.4384 0.8753
O -0.6493 -0.7948 0.5536
N -0.1366 2.5775 1.7593
C 1.1866 3.0984 1.4515
C -1.1457 3.3826 2.2634
C -2.2516 2.6276 2.3682
C -3.8518 0.3581 0.9156
C -3.9159 1.5127 -0.0292
C -4.7468 -0.7121 0.7925
H -6.3602 -2.7736 0.7394
H -5.0732 -3.9114 1.2049
H -6.0933 -3.1809 2.4538
H -3.4851 -2.7928 3.1793
H -1.5298 -0.0267 4.3289
H -1.8017 -1.7777 4.3767
H -0.6330 -1.1142 3.2340
H 1.9391 0.7693 1.6649
H 1.7823 -1.4852 -0.4943
H 4.0108 -2.2464 -1.2076
H 6.4810 -2.0311 -1.2563
H 7.6105 -0.2663 0.1191
H 6.2193 1.2341 1.5773
H 3.7793 1.1509 1.4877
H 1.0861 4.1876 1.3915
H 1.9132 2.8660 2.2435
H 1.5519 2.7241 0.4874
H -0.9873 4.4299 2.4544
H -3.2451 2.8994 2.6808
H -4.8201 1.4148 -0.6391
H -3.9628 2.4814 0.4807
H -3.0635 1.5114 -0.7258
H -5.5317 -0.6584 0.0316
N -1.7897 -0.3297 -1.8984
C -0.9156 -0.9084 -2.9103
C 0.3860 -0.1420 -3.1253
C 1.0739 -0.5757 -4.4245
C 2.5447 -0.2291 -4.2452
C 2.7421 -0.0687 -2.7411
N 1.4281 -0.1668 -2.0656
H -1.4062 -0.5546 -0.9572
H -2.7082 -0.7646 -1.9849
H -0.7297 -1.9923 -2.7667
H -1.4614 -0.7881 -3.8644
H 0.0620 0.9115 -3.2169
H 0.9544 -1.6532 -4.5688
H 0.6102 -0.0612 -5.2699
H 3.2121 -1.0015 -4.6346
H 2.7924 0.7139 -4.7361
H 3.3755 -0.8953 -2.4283
H 3.2812 0.8559 -2.4852
H 1.2818 0.6988 -1.5460
*
```

Properties
Energy above the lowest of the compared OMol25 structures with the same formula, charge and spin = 38.70 kcal per mole
E = -1343.82542 a.u.
Orbital gap = 6.8 eV
HOMO = -0.400 Ha

=====

| no. | LUMO (eV) |
| --- | --- |
| 1 | 0.9313 |
| 2 | -4.1186 |